No. 1
# C24H50BINO6

C24H50BINO6 as an isolated structure in a non-equilibrium geometry (wB97M-V/def2-TZVPD, the Open Molecules 2025 dataset).

Properties
Electronic energy in hartree: -1773.1338
Kohn-Sham gap in hartree: 0.2577

The geometry in ORCA input format:
```
! RIJCOSX wB97M-V def2-TZVPD def2/J DEFGRID3
* xyz -1 1
C 4.66926 -6.87071 1.10213
C 4.43244 -6.02001 -0.24592
C 5.57122 -4.87103 -0.47139
C 4.77531 -3.54744 -0.93298
C 5.75946 -2.25071 -1.07156
C 4.95904 -1.00030 -0.44148
C 5.40508 0.39366 -1.10544
C 4.38265 1.52547 -0.56487
C 4.46546 1.76001 1.03288
C 3.03604 1.82441 1.75249
C 2.28080 0.37883 1.82261
C 0.72329 0.71299 2.05722
C -0.24146 -0.58063 1.88452
C -1.77743 -0.22021 2.18492
C -2.69145 0.00087 0.87329
C -3.50022 -1.36119 0.62727
C -2.58018 -2.68500 0.52768
C -3.25679 -3.69773 -0.55735
O -2.21953 -4.08176 -1.51200
C -3.83543 1.13211 1.14148
O -3.86473 1.88284 2.16691
O -4.84792 1.20269 0.17575
N -1.77447 0.40788 -0.23972
I -1.73962 2.49508 -0.47397
C -2.21652 -0.09048 -1.58226
B -1.16826 0.57332 -2.68067
O 0.23320 0.19961 -2.48907
O -1.56689 1.41517 -3.77736
H 3.69734 -7.45743 1.32153
H 4.82479 -6.15264 1.98965
H 5.49825 -7.65003 1.02408
H 4.37230 -6.72875 -1.14151
H 3.41408 -5.49803 -0.11787
H 6.23495 -5.22797 -1.33574
H 6.17054 -4.70925 0.48423
H 3.98745 -3.28078 -0.13542
H 4.21316 -3.69133 -1.91835
H 6.70904 -2.52114 -0.48844
H 6.00455 -2.09851 -2.17768
H 3.84624 -1.17052 -0.68346
H 5.16600 -0.95788 0.68663
H 5.28140 0.39671 -2.25475
H 6.50594 0.65049 -0.89509
H 4.69500 2.51414 -1.08054
H 3.29952 1.33389 -0.90082
H 4.95288 2.80240 1.16687
H 5.17746 1.02077 1.54020
H 3.19638 2.16210 2.83954
H 2.39183 2.61658 1.24383
H 2.67416 -0.10922 2.79566
H 2.48831 -0.25574 0.89592
H 0.45956 1.56861 1.35120
H 0.51971 1.10839 3.12464
H -0.05577 -1.14183 0.91086
H 0.08935 -1.30139 2.73063
H -1.78265 0.65495 2.91769
H -2.22379 -1.11745 2.75947
H -4.15443 -1.51096 1.57081
H -4.26510 -1.28129 -0.23425
H -1.52520 -2.49854 0.14375
H -2.62303 -3.25407 1.52367
H -4.10473 -3.20886 -1.14809
H -3.69271 -4.63912 -0.06996
H -2.63841 -4.43327 -2.33054
H -3.25041 0.29859 -1.87716
H -2.11335 -1.22506 -1.72651
H 0.19550 -0.68326 -2.04303
H -0.92468 2.17030 -3.74701
C -5.84790 7.57635 -0.54913
C -6.08237 6.38977 -1.47005
O -5.06021 5.40915 -1.40229
C -4.85111 4.80106 -0.12874
C -6.07360 4.07991 0.40646
H -4.88897 8.05288 -0.77647
H -6.64565 8.31512 -0.66909
H -5.82423 7.27904 0.50034
H -6.10343 6.74594 -2.50360
H -7.05871 5.93256 -1.28127
H -4.48606 5.54480 0.58892
H -4.04124 4.07631 -0.26029
H -6.91499 4.76177 0.56366
H -5.84389 3.60246 1.36120
H -6.40138 3.31159 -0.29737
*
```


No. 2
# C24H50BN8O9P2

A 3-piece molecular cluster, C24H50BN8O9P2 overall in a non-equilibrium geometry (wB97M-V/def2-TZVPD, the Open Molecules 2025 dataset).

Properties
Electronic energy in hartree: -2766.2462
Kohn-Sham gap in hartree: 0.1052

The geometry in ORCA input format:
```
! RIJCOSX wB97M-V def2-TZVPD def2/J DEFGRID3
* xyz 1 1
C -2.66067 -3.37086 -8.64103
O -1.92335 -2.74421 -9.74905
B -0.72353 -3.57181 -10.12755
O -0.84847 -4.92997 -10.70393
C 0.74355 -2.79536 -9.88789
C 1.68752 -3.02727 -8.54828
C 3.11061 -2.16507 -8.39426
C 4.10546 -2.30245 -7.07562
O 4.29057 -3.53542 -6.53307
O 4.84609 -1.19583 -6.44954
C 4.00284 -0.39275 -5.55059
C 2.89382 -1.24106 -4.69186
C 2.13706 -0.29943 -3.53529
C 1.53195 1.10154 -4.15557
O 2.27801 2.20496 -4.42887
O 0.07387 1.21716 -4.39530
C 3.42648 -1.12711 -9.66555
O 4.62552 -0.24216 -9.69106
C 4.03352 1.12721 -9.54477
N 3.45860 2.28322 -9.31559
C 2.41062 -1.00932 -10.98722
N 1.14352 -1.83841 -11.03032
H -3.43788 -2.56380 -8.23310
H -3.27764 -4.26666 -9.10759
H -2.00445 -3.70604 -7.73212
H -0.62153 -4.87806 -11.69401
H 1.38959 -3.78722 -7.69515
H 3.46211 0.49027 -6.09688
H 4.74274 0.09869 -4.75286
H 2.01367 -1.69442 -5.33433
H 3.41444 -2.10258 -4.09416
H 1.19767 -0.93344 -3.16703
H 2.80050 -0.13615 -2.57835
H -0.14543 1.08438 -5.36609
H 2.62390 -0.29998 -11.89954
H 0.51290 -1.74903 -11.86881
O 1.32895 -2.19292 0.16970
P 1.13154 -0.96216 1.08812
N 1.29720 -1.86167 2.51291
C 0.30665 -2.74534 3.07977
C 2.64206 -2.37331 2.76828
N -0.48139 -0.68589 0.60923
C -1.66863 -0.74224 1.44493
C -0.85555 -1.10897 -0.74600
N 0.90459 0.45278 2.14397
C 1.74489 1.55099 1.65164
C 0.89634 0.48927 3.60348
H 0.52260 -2.91806 4.14375
H 0.26919 -3.70907 2.56778
H -0.68494 -2.31673 3.08713
H 3.34552 -1.53791 2.86980
H 2.99384 -3.01129 1.94811
H 2.71070 -2.95278 3.69445
H -2.03258 -1.76662 1.56579
H -2.48319 -0.16028 0.99539
H -1.52166 -0.29983 2.43210
H -1.04778 -2.18992 -0.78958
H -0.05747 -0.86162 -1.46344
H -1.75038 -0.58778 -1.10153
H 2.80090 1.36420 1.87623
H 1.45176 2.51369 2.08584
H 1.64232 1.65180 0.56543
H 1.86421 0.21434 4.03480
H 0.11713 -0.15104 4.02618
H 0.65382 1.49832 3.96116
O -1.75365 1.36220 5.79286
P -1.95106 2.59296 6.71127
N -1.78540 1.69345 8.13607
C -2.77595 0.80978 8.70292
C -0.44055 1.18181 8.39143
N -3.56400 2.86923 6.23238
C -4.75123 2.81289 7.06808
C -3.93815 2.44615 4.87715
N -2.17801 4.00791 7.76712
C -1.33771 5.10611 7.27479
C -2.18626 4.04439 9.22663
H -2.56000 0.63706 9.76690
H -2.81341 -0.15395 8.19094
H -3.76754 1.23839 8.71028
H 0.26292 2.01721 8.49296
H -0.08876 0.54383 7.57126
H -0.37190 0.60234 9.31761
H -5.11518 1.78850 7.18895
H -5.56579 3.39484 6.61854
H -4.60426 3.25529 8.05525
H -4.13038 1.36520 4.83357
H -3.14007 2.69350 4.15972
H -4.83298 2.96734 4.52162
H -0.28171 4.91933 7.49938
H -1.63085 6.06881 7.70900
H -1.44028 5.20692 6.18858
H -1.21839 3.76946 9.65795
H -2.96547 3.40408 9.64934
H -2.42878 5.05344 9.58432
*
```


No. 3
# C24H50N2O2P

A 2-piece molecular cluster, C24H50N2O2P overall in a non-equilibrium geometry (wB97M-V/def2-TZVPD, the Open Molecules 2025 dataset).

Properties
Energy above the lowest of the compared OMol25 structures with the same formula, charge and spin in eV: 9.2383
Electronic energy in hartree: -1545.3409
⟨S²⟩: 0.754
Kohn-Sham gap (alpha / beta) in hartree: 0.3379 / 0.3082

The geometry in ORCA input format:
```
! RIJCOSX wB97M-V def2-TZVPD def2/J DEFGRID3
* xyz 0 2
C 3.93454 -1.66571 -0.44263
C 4.96857 -0.51951 0.11686
C 4.20013 0.84850 0.67712
C 4.63478 2.20998 -0.14038
C 4.20015 3.61492 0.62711
C 2.53814 3.73270 0.62823
C 2.01861 5.20166 0.05337
C 0.38708 5.23970 -0.24159
C -0.03969 4.33234 -1.58056
C -1.57820 3.83869 -1.31065
C -1.93012 2.31845 -1.79297
C -0.99832 1.13058 -1.17503
P 0.35695 0.76064 -2.52549
N 1.83502 0.58312 -1.89118
C -0.38005 1.39627 0.31223
C -1.36699 1.05123 1.56963
C -0.39765 1.10639 2.93215
C -2.52974 2.21943 1.84982
N -2.00677 -0.31092 1.55584
O -1.60789 -1.10280 2.56544
C -1.75072 -1.09426 0.29084
C -0.34258 -1.99638 0.34168
C -2.96255 -2.24745 0.22905
C -1.91299 -0.22764 -1.09668
H 4.02448 -1.69667 -1.63246
H 2.78868 -1.43152 -0.21624
H 4.19818 -2.75924 -0.08346
H 5.71875 -0.26947 -0.76743
H 5.59480 -1.02973 0.98995
H 4.53341 0.93357 1.81870
H 3.04676 0.60892 0.63048
H 5.80382 2.18320 -0.25085
H 4.08695 2.22276 -1.19661
H 4.72317 4.54241 0.11247
H 4.57397 3.61122 1.75232
H 2.16327 3.55658 1.74318
H 2.15924 2.83132 -0.02027
H 2.67473 5.52718 -0.85907
H 2.18499 5.96116 0.95907
H -0.11198 4.78668 0.74385
H 0.02536 6.34006 -0.45481
H 0.75872 3.47953 -1.64036
H 0.07506 5.02939 -2.51363
H -1.92980 4.02526 -0.18536
H -2.27353 4.56385 -1.95626
H -1.82866 2.25520 -2.97657
H -3.09244 2.15353 -1.57645
H 0.33780 1.88446 -3.44905
H -0.03627 -0.40931 -3.31497
H 2.16112 -0.36713 -2.17270
H 0.55929 0.66648 0.41897
H 0.04882 2.47652 0.49624
H 0.06965 2.20486 2.91140
H -1.00628 1.03902 3.92906
H 0.52068 0.37568 2.86572
H -2.91930 2.09359 2.96240
H -1.91675 3.24399 1.85667
H -3.38009 2.22210 1.04629
H 0.00726 -2.29877 -0.73582
H 0.51174 -1.45404 0.94529
H -0.62520 -2.96606 0.96749
H -2.89016 -2.96933 1.16292
H -4.00796 -1.73792 0.09815
H -2.76016 -2.88897 -0.75242
H -1.66314 -0.98632 -1.98426
H -3.07517 0.00292 -1.21910
C -2.65209 -6.76501 0.99905
C -3.84163 -7.35640 0.28773
C -3.88171 -6.54649 -0.98980
O -2.52897 -6.17688 -1.29080
C -1.71182 -6.46892 -0.14878
H -2.21378 -7.42849 1.74882
H -2.94263 -5.83105 1.49468
H -3.64863 -8.41049 0.05592
H -4.77080 -7.29670 0.86008
H -4.45854 -5.62490 -0.85826
H -4.30553 -7.10676 -1.82821
H -1.09674 -7.34194 -0.39279
H -1.05059 -5.62284 0.05764
*
```


No. 4
# C24H50N2O2P2PdS

C24H50N2O2P2PdS as an isolated structure in a non-equilibrium geometry (wB97M-V/def2-TZVPD, the Open Molecules 2025 dataset).

Properties
Electronic energy in hartree: -2411.4776
⟨S²⟩: 6.032
Kohn-Sham gap (alpha / beta) in hartree: 0.2205 / 0.1526

The geometry in ORCA input format:
```
! RIJCOSX wB97M-V def2-TZVPD def2/J DEFGRID3
* xyz 4 5
Pd 0.14117 -0.47481 -1.16079
C 2.03246 -0.59818 -1.10971
O 3.18582 -0.61876 -0.97827
C -1.22947 -0.01708 0.18967
O -2.26314 0.16003 0.69500
P 0.17802 1.97165 -1.39944
C -0.14290 2.15642 -3.19956
H -0.24425 3.22778 -3.43163
C -1.14138 3.11665 -0.71475
H -2.05222 2.49059 -0.76439
C 1.80946 2.79165 -1.16979
H 2.50235 2.10635 -1.68050
C 1.60049 -3.51650 0.68373
P 0.05780 -2.76611 -0.06329
H -0.42589 -4.77412 -1.27370
H 2.38766 -3.30556 -0.05957
C -1.29870 -3.51037 0.97406
H -1.06522 -4.58735 0.97144
C -0.87735 3.44916 0.75647
H -1.81575 3.80225 1.21738
H -0.13222 4.25385 0.87916
H -0.55661 2.55459 1.31301
C -1.42183 4.41135 -1.50047
H -0.59318 5.13059 -1.43060
H -2.29430 4.89929 -1.03756
H -1.66476 4.24052 -2.55630
C 1.93098 4.15498 -1.84717
H 1.51930 4.20419 -2.85654
H 2.99219 4.41657 -1.93612
H 1.48225 4.96053 -1.26214
C 2.23004 2.86612 0.29405
H 3.29918 3.10484 0.34919
H 2.06896 1.93011 0.84157
H 1.72164 3.67126 0.83106
C 1.09488 1.63218 -3.93091
H 1.88361 2.40127 -4.00248
H 0.81193 1.31036 -4.94307
H 1.54325 0.74635 -3.44234
C -1.47652 1.48247 -3.53017
H -1.49003 0.42325 -3.24162
H -1.67209 1.52336 -4.60923
H -2.32103 1.97255 -3.02523
C 1.47154 -5.03972 0.86344
H 1.04884 -5.52474 -0.03000
H 0.84972 -5.27556 1.73959
H 2.48275 -5.43511 1.05350
C 2.00754 -2.80677 1.97916
H 1.24859 -2.86296 2.76029
C -1.23124 -3.11302 -2.45298
H 2.23182 -1.73811 1.84177
H 2.92151 -3.27577 2.37912
C 1.21848 -3.82963 -2.33252
H -1.09137 -2.00641 -2.45708
H -1.17874 -3.47304 -3.48754
H -2.25112 -3.24617 -2.06963
C -0.12712 -3.76817 -1.60645
H 1.02439 -4.04647 -3.38916
H 1.88519 -4.61246 -1.94413
H 1.72184 -2.84987 -2.26579
C -2.68533 -3.32318 0.36285
H -2.91078 -2.25251 0.24375
H -3.42605 -3.77015 1.04025
H -2.79153 -3.87312 -0.57929
C -1.26041 -3.00157 2.41725
H -1.23009 -1.90114 2.45339
H -0.41140 -3.39763 2.98960
H -2.18715 -3.30678 2.93072
H 0.67065 -0.93752 -3.75369
H -0.08739 -0.91241 -3.52100
C -1.80837 0.28738 4.59259
N -0.87131 1.38698 4.51066
C -0.94759 2.57706 5.22017
C 0.07876 3.36687 4.78642
N 0.76263 2.63875 3.82625
C 0.13280 1.43991 3.57881
S 0.36037 0.37354 2.30770
H -2.36613 0.16904 3.64797
H -1.30327 -0.65841 4.81592
H -2.50885 0.53928 5.39818
H -1.69867 2.75226 5.96427
H 0.39278 4.35981 5.07452
H 1.56911 2.95325 3.27263
*
```


No. 5
# C24H50N4O3PPmSi2Te

C24H50N4O3PPmSi2Te as an isolated structure in a non-equilibrium geometry (wB97M-V/def2-TZVPD, the Open Molecules 2025 dataset).

Properties
Energy above the lowest of the compared OMol25 structures with the same formula, charge and spin in eV: 0.0000
Electronic energy in hartree: -3186.0506
⟨S²⟩: 6.015
Kohn-Sham gap (alpha / beta) in hartree: 0.2338 / 0.2336

The geometry in ORCA input format:
```
! RIJCOSX wB97M-V def2-TZVPD def2/J DEFGRID3
* xyz 0 5
Pm -0.16417 0.36635 0.63061
C 2.69422 0.67484 3.34162
C 2.38267 -0.80691 3.09448
N 1.64511 -1.08998 1.84096
C 1.60479 -2.45975 1.46789
C 0.72824 -2.57768 0.23786
N -0.67931 -2.21397 0.46389
C -1.25845 -3.11088 1.47884
C -1.43152 -2.53030 2.84841
C -2.40780 -1.37233 2.94035
N -1.78179 -0.02648 2.67177
C -1.40084 0.77486 3.91314
C -0.78656 2.11441 3.53451
N 0.52519 1.85343 2.90461
C 1.57307 1.58329 3.87270
H 3.14970 1.12420 2.42296
H 3.50120 0.68803 4.08125
H 1.92128 -1.25934 4.00075
H 3.36147 -1.32507 3.01459
H 2.19675 -0.62940 1.11799
H 1.25006 -3.05614 2.30650
H 2.60244 -2.78439 1.16421
H 0.70044 -3.61556 -0.15863
H 1.20789 -2.00491 -0.59149
H -1.25683 -2.21129 -0.38765
H -0.78784 -4.06985 1.53700
H -2.25044 -3.44662 1.16932
H -0.48621 -2.20437 3.33151
H -1.77702 -3.34683 3.57639
H -2.88398 -1.30219 3.93846
H -3.19120 -1.38626 2.20023
H -2.63598 0.48447 2.41182
H -0.68641 0.16401 4.40181
H -2.26325 0.92540 4.55363
H -0.63431 2.83190 4.30582
H -1.46374 2.49894 2.76362
H 0.77755 2.70668 2.36627
H 2.03810 2.53329 4.22332
H 1.06573 1.13824 4.73098
C -0.07555 1.82153 -3.46246
Si 0.05350 0.18445 -2.48674
C -1.16894 -0.91479 -3.49404
C 1.83407 -0.47554 -3.01840
C 2.03925 -1.22149 -4.21376
C 3.32137 -1.55985 -4.66300
C 4.43290 -1.13310 -3.98872
C 4.23244 -0.50500 -2.75804
C 2.96778 -0.16779 -2.26257
Si 2.86512 0.72395 -0.54346
C 4.34048 -0.00794 0.44368
C 3.46629 2.51269 -0.98315
H 0.06784 2.70959 -2.85992
H -0.94770 1.86131 -4.11924
H 0.82154 1.74390 -4.09383
H -0.89164 -0.76638 -4.54056
H -2.22195 -0.49689 -3.39464
H -1.18741 -1.97157 -3.24993
H 1.19344 -1.60279 -4.79563
H 3.45883 -2.16888 -5.55188
H 5.38246 -1.41883 -4.37412
H 5.13597 -0.13571 -2.22156
H 5.20837 -0.07581 -0.24234
H 4.12916 -0.96476 0.94933
H 4.60167 0.68930 1.27548
H 4.53320 2.41663 -1.25565
H 3.36076 3.18250 -0.11520
H 3.01801 2.89923 -1.86563
C -3.53845 -1.64137 -0.94826
C -4.03470 -0.27787 -0.50658
O -2.89259 0.48771 -0.08761
P -3.01504 2.07461 0.22728
O -1.52201 2.40874 0.38850
Te -4.53324 2.45290 2.10023
O -3.77508 2.70480 -1.03821
C -3.13536 2.75739 -2.35183
C -4.19875 2.65252 -3.39040
H -4.22096 -2.10724 -1.70867
H -3.43036 -2.32969 -0.11547
H -2.57287 -1.51828 -1.52741
H -4.74789 -0.31969 0.31517
H -4.50563 0.29210 -1.34510
H -2.44329 1.94812 -2.37470
H -2.65212 3.75378 -2.42907
H -4.47873 1.64944 -3.71075
H -3.92358 3.13186 -4.32241
H -5.04883 3.09034 -3.01106
*
```


electronic energy of number 2 (C24H50BN8O9P2)?
-2766.2462 hartree


Among the records above, which one has the lowest electronic energy?
C24H50N4O3PPmSi2Te